1.
ORCA calculation (wB97M-V/def2-TZVPD) on an isolated molecule of C4H6N2.

The geometry in ORCA input format:
```
! wB97M-V def2-TZVPD RIJCOSX def2/J DEFGRID3
* xyz 0 1
N -1.75629 -0.71881 0.02014
C -0.33975 -0.30900 0.01208
C 0.24744 -0.34257 1.23577
C 1.47988 0.36422 0.93319
C 1.48784 0.80787 -0.36259
N 0.28390 0.46257 -0.97142
H -2.03035 -1.52061 -0.55534
H -2.44422 0.03177 -0.09535
H -1.68897 -0.98607 1.03562
H 2.27340 0.56639 1.64615
H 2.24297 1.34186 -0.92922
H 0.24417 0.30238 -1.96904
*
```

Results
LUMO in eV: 0.2
ΔE to the lowest compared entry with this formula, charge and spin in kJ/mol: 384.2
Frontier orbital gap in eV: 7.45


2.
ORCA calculation (wB97M-V/def2-TZVPD) on an isolated molecule of C4H6N2 at a distorted geometry.

The geometry in ORCA input format:
```
! wB97M-V def2-TZVPD RIJCOSX def2/J DEFGRID3
* xyz 0 1
H 2.04443 1.30101 0.47379
N 1.24365 1.00893 -0.07705
C 0.37111 0.14044 0.08535
C -0.79323 -0.00472 -0.84658
C 0.35774 -0.86120 1.23363
C 0.16398 -2.14662 0.52995
N -0.04677 -3.13739 0.02772
H -0.91710 0.99479 -1.36735
H -1.61035 -0.33947 -0.29573
H -0.31544 -0.60983 -1.55224
H 1.36887 -1.11445 1.75715
H -0.42363 -0.76943 1.96008
*
```

Results
LUMO in eV: 0.7
ΔE to the lowest compared entry with this formula, charge and spin in kJ/mol: 174.7
Frontier orbital gap in eV: 10.34


3.
ORCA calculation (wB97M-V/def2-TZVPD) on an isolated molecule of C4H6N2 at a distorted geometry.

The geometry in ORCA input format:
```
! wB97M-V def2-TZVPD RIJCOSX def2/J DEFGRID3
* xyz 0 1
C -1.22287 0.47629 0.12348
C -0.17689 1.28155 0.15534
N 1.10440 0.67869 0.44030
C 1.48841 -0.27936 -0.54526
N 0.91602 -0.70709 0.68484
C -0.84892 -0.87176 0.43148
H -2.23321 0.66382 -0.05458
H -0.20678 2.29464 -0.19857
H 0.71875 -0.35351 -1.37282
H 2.61926 -0.42551 -0.62053
H -1.06000 -1.13117 1.39446
H -1.09817 -1.62660 -0.43815
*
```

Results
LUMO in eV: 1.1
ΔE to the lowest compared entry with this formula, charge and spin in kJ/mol: 425.4
Frontier orbital gap in eV: 9.74


4.
ORCA calculation (wB97M-V/def2-TZVPD) on an isolated molecule of C4H6N2.

The geometry in ORCA input format:
```
! wB97M-V def2-TZVPD RIJCOSX def2/J DEFGRID3
* xyz 0 1
C 1.49292 0.74123 -1.22697
C 0.40352 0.36599 -0.05331
C -0.42193 -0.69236 -0.09521
N -1.38403 -0.80594 0.95824
C -1.48238 0.06727 1.92906
N 0.92854 1.41151 0.38422
H 1.97872 -0.23385 -1.31664
H 2.27513 1.48115 -1.05402
H 0.88751 1.02559 -2.08610
H -0.41320 -1.42569 -0.88674
H -1.96455 -1.63894 0.86475
H -2.30024 -0.29597 2.58272
*
```

Results
LUMO in eV: 0.3
ΔE to the lowest compared entry with this formula, charge and spin in kJ/mol: 636.5
Frontier orbital gap in eV: 8.07


5.
ORCA calculation (wB97M-V/def2-TZVPD) on an isolated molecule of C4H6N2.

The geometry in ORCA input format:
```
! wB97M-V def2-TZVPD RIJCOSX def2/J DEFGRID3
* xyz 0 1
H -2.72096 -0.02465 0.29743
N -2.21123 0.75526 -0.12956
C -0.99440 0.55955 0.13400
C -0.01759 -0.27483 0.83389
C 0.76759 -1.01431 -0.25315
N 1.26359 0.27703 -0.79197
C 0.39013 1.03733 0.09536
H 0.02342 -0.47358 1.89887
H 0.12704 -1.59143 -0.93526
H 1.57024 -1.66215 0.10807
H 1.09729 0.42646 -1.78248
H 0.70489 1.98533 0.52479
*
```

Results
LUMO in eV: 1.0
ΔE to the lowest compared entry with this formula, charge and spin in kJ/mol: 318.2
Frontier orbital gap in eV: 9.83


6.
ORCA calculation (wB97M-V/def2-TZVPD) on an isolated molecule of C4H6N2 at a distorted geometry.

The geometry in ORCA input format:
```
! wB97M-V def2-TZVPD RIJCOSX def2/J DEFGRID3
* xyz 0 1
C 1.18082 0.40384 -1.36107
C 0.16813 0.11061 -0.30068
C 0.30817 0.06056 1.06207
N -0.92570 -0.29407 1.57255
C -1.84862 -0.32849 0.62057
N -1.16207 -0.10750 -0.61490
H 2.15636 0.64718 -0.92371
H 0.86331 1.24784 -1.98745
H 1.31392 -0.45988 -2.02754
H 1.15752 0.28336 1.69575
H -1.13835 -0.43126 2.55121
H -2.06828 -1.13032 -0.30413
*
```

Results
LUMO in eV: 0.9
ΔE to the lowest compared entry with this formula, charge and spin in kJ/mol: 288.8
Frontier orbital gap in eV: 9.85


7.
ORCA calculation (wB97M-V/def2-TZVPD) on an isolated molecule of C4H6N2 at a distorted geometry.

The geometry in ORCA input format:
```
! wB97M-V def2-TZVPD RIJCOSX def2/J DEFGRID3
* xyz 0 1
N 2.36005 0.70715 0.08695
C 1.28282 0.45260 -0.61661
C -0.00509 0.83334 -0.30269
C -1.26887 0.42666 -0.01806
C -1.59946 -0.98200 0.18469
N -0.69988 -1.88995 0.24431
H 3.25001 0.52828 -0.35391
H 2.37710 0.77206 1.10162
H 0.27546 1.75754 -0.88768
H -2.08138 1.15127 -0.00211
H -2.67736 -1.21369 0.22774
H -1.13174 -2.81053 0.32890
*
```

Results
LUMO in eV: 0.6
ΔE to the lowest compared entry with this formula, charge and spin in kJ/mol: 361.8
Frontier orbital gap in eV: 8.22


8.
ORCA calculation (wB97M-V/def2-TZVPD) on a structure of composition C4H6N2 at a distorted geometry.

The geometry in ORCA input format:
```
! wB97M-V def2-TZVPD RIJCOSX def2/J DEFGRID3
* xyz 0 1
C -1.91316 -0.40045 0.02588
C -0.37488 -0.29010 -0.01533
C 0.73777 -1.01430 -0.16639
N 2.08711 -0.10293 0.06258
N 1.73484 1.18052 0.16784
C 0.50487 1.44832 0.22028
H -2.35252 0.47826 -0.46492
H -2.38076 -1.28167 -0.44794
H -2.28439 -0.38874 1.06156
H 1.09147 -2.03605 -0.32623
H 2.85273 -0.10997 -0.63368
H 0.29692 2.51712 0.51636
*
```

Results
LUMO in eV: 1.0
ΔE to the lowest compared entry with this formula, charge and spin in kJ/mol: 380.3
Frontier orbital gap in eV: 10.05


9.
ORCA calculation (wB97M-V/def2-TZVPD) on an isolated molecule of C4H6N2 at a distorted geometry.

The geometry in ORCA input format:
```
! wB97M-V def2-TZVPD RIJCOSX def2/J DEFGRID3
* xyz 0 1
C -0.65100 1.70726 0.53509
C -0.68608 0.46131 -0.24786
C 0.66525 -0.09963 -0.47593
N 0.70500 -1.55871 -0.51240
C -0.23635 -2.23169 0.16592
N -1.01975 -2.81236 0.79885
H -1.33550 2.46622 0.14362
H 0.32196 2.14279 0.81648
H -1.14832 1.35896 1.46145
H 0.84377 0.29759 -1.49486
H 1.48913 0.28339 0.15108
H 1.05190 -2.01513 -1.34144
*
```

Results
LUMO in eV: -0.3
ΔE to the lowest compared entry with this formula, charge and spin in kJ/mol: 436.0
Frontier orbital gap in eV: 8.59


10.
ORCA calculation (wB97M-V/def2-TZVPD) on an isolated molecule of C4H6N2 at a distorted geometry.

The geometry in ORCA input format:
```
! wB97M-V def2-TZVPD RIJCOSX def2/J DEFGRID3
* xyz 0 1
N -0.77595 -1.40442 -0.38934
C -1.03660 0.16393 -0.21655
C 0.02535 -0.38689 -1.02048
C 1.12483 0.33047 -0.17458
N 1.05932 -0.06706 1.20800
C 0.05090 0.84568 0.71181
H -1.08868 -1.24837 0.57173
H -1.98824 0.56226 -0.51512
H -0.02168 -0.39211 -2.10327
H 2.01653 0.80379 -0.57266
H 0.71205 -1.01882 1.30791
H -0.07784 1.81153 1.19253
*
```

Results
LUMO in eV: 1.2
ΔE to the lowest compared entry with this formula, charge and spin in kJ/mol: 534.5
Frontier orbital gap in eV: 10.32


11.
ORCA calculation (wB97M-V/def2-TZVPD) on an isolated molecule of C4H6N2.

The geometry in ORCA input format:
```
! wB97M-V def2-TZVPD RIJCOSX def2/J DEFGRID3
* xyz 0 1
N 2.13352 -0.24767 0.19996
C 0.78041 0.09592 -0.04227
C 0.17773 1.29387 -0.30605
C -1.28248 0.90369 -0.17187
C -1.38417 -0.55739 -0.04609
N -0.14859 -0.97180 0.10030
H 2.56336 -0.68398 -0.61040
H 2.62501 0.62723 0.34727
H -1.26384 1.24494 0.88519
H -2.08651 1.44599 -0.66759
H -2.23089 -1.23211 -0.03612
H 0.11645 -1.91871 0.34766
*
```

Results
LUMO in eV: 0.6
ΔE to the lowest compared entry with this formula, charge and spin in kJ/mol: 352.2
Frontier orbital gap in eV: 8.18


12.
ORCA calculation (wB97M-V/def2-TZVPD) on an isolated molecule of C4H6N2.

The geometry in ORCA input format:
```
! wB97M-V def2-TZVPD RIJCOSX def2/J DEFGRID3
* xyz 0 1
C 0.61671 -1.44305 0.78459
C 0.04732 -0.26734 0.03514
C -0.73340 -0.18918 -1.14850
N -1.03976 1.06286 -1.47226
N -0.47225 1.79430 -0.50677
C 0.18309 1.04786 0.40337
H 0.91519 -2.23336 0.09069
H 1.50814 -1.16745 1.37166
H -0.11103 -1.87786 1.48382
H -1.07743 -1.02416 -1.75290
H -0.53486 2.79700 -0.52052
H 0.69829 1.50039 1.23170
*
```

Results
LUMO in eV: 1.0
ΔE to the lowest compared entry with this formula, charge and spin in kJ/mol: 57.0
Frontier orbital gap in eV: 10.10


13.
ORCA calculation (wB97M-V/def2-TZVPD) on an isolated molecule of C4H6N2.

The geometry in ORCA input format:
```
! wB97M-V def2-TZVPD RIJCOSX def2/J DEFGRID3
* xyz 0 1
C -1.93995 -0.81601 -0.19304
N -0.71752 -0.07907 0.01953
C 0.37940 -0.64504 -0.28533
C 1.65932 0.03919 -0.12956
N 1.65826 1.25868 0.27488
C 1.43031 2.42743 0.49694
H -1.78872 -1.82834 -0.60252
H -2.48108 -0.89678 0.75668
H -2.58201 -0.25184 -0.87899
H 0.43161 -1.66987 -0.68416
H 2.60664 -0.44584 -0.33574
H 1.35972 2.79642 1.52097
*
```

Results
LUMO (spin up / spin down) in eV: 0.4 / 0.4
ΔE to the lowest compared entry with this formula, charge and spin in kJ/mol: 314.1
Frontier orbital gap (spin up / spin down) in eV: 8.47 / 8.46


14.
ORCA calculation (wB97M-V/def2-TZVPD) on a cluster of 3 separate species, C4H6N2 in total at a distorted geometry.

The geometry in ORCA input format:
```
! wB97M-V def2-TZVPD RIJCOSX def2/J DEFGRID3
* xyz 0 1
C 1.22685 0.05623 -1.06702
C -0.01405 0.28316 -0.29938
N -1.22782 0.64553 -0.50062
C -1.08810 -0.19648 0.69925
C -1.63504 -1.52355 0.51997
N -2.04482 -2.60943 0.49050
H 0.99199 -0.65524 -1.86891
H 1.60011 0.98143 -1.51335
H 1.99357 -0.38145 -0.42597
H 0.53901 1.25828 1.08823
H -1.73096 1.46300 -0.82457
H -0.09541 0.77190 1.47613
*
```

Results
LUMO in eV: 0.1
ΔE to the lowest compared entry with this formula, charge and spin in kJ/mol: 650.2
Frontier orbital gap in eV: 8.60


15.
ORCA calculation (wB97M-V/def2-TZVPD) on an isolated molecule of C4H6N2 at a distorted geometry.

The geometry in ORCA input format:
```
! wB97M-V def2-TZVPD RIJCOSX def2/J DEFGRID3
* xyz 0 1
C -1.06646 0.86108 -0.17160
C -0.42974 -0.40268 0.39261
N -0.03849 -1.43170 -0.56745
C 0.99644 -0.86493 0.26697
C 1.82680 0.27999 0.00364
N 2.05050 1.38327 0.27255
H -0.63431 1.23606 -1.10858
H -2.09376 0.55261 -0.39626
H -1.12743 1.71028 0.51822
H -0.90381 -0.72957 1.31436
H -0.01097 -1.02845 -1.50026
H 1.43122 -1.56595 0.97578
*
```

Results
LUMO in eV: 0.8
ΔE to the lowest compared entry with this formula, charge and spin in kJ/mol: 220.0
Frontier orbital gap in eV: 10.68


16.
ORCA calculation (wB97M-V/def2-TZVPD) on an isolated molecule of C4H6N2 at a distorted geometry.

The geometry in ORCA input format:
```
! wB97M-V def2-TZVPD RIJCOSX def2/J DEFGRID3
* xyz 0 1
N 1.68616 1.10788 -2.14906
C 1.48341 0.30577 -1.33996
C 1.15853 -0.70177 -0.30517
N -0.16469 -0.60660 0.28061
C -1.27065 -0.19416 -0.56322
C -0.74730 0.70454 0.49634
H 1.26704 -1.69416 -0.75643
H 1.90400 -0.62115 0.49314
H -2.19894 -0.73866 -0.41519
H -1.05254 0.08307 -1.59406
H -0.19220 1.58433 0.17118
H -1.28546 0.81769 1.43324
*
```

Results
LUMO in eV: 1.0
ΔE to the lowest compared entry with this formula, charge and spin in kJ/mol: 180.6
Frontier orbital gap in eV: 10.98


17.
ORCA calculation (wB97M-V/def2-TZVPD) on an isolated molecule of C4H6N2 at a distorted geometry.

The geometry in ORCA input format:
```
! wB97M-V def2-TZVPD RIJCOSX def2/J DEFGRID3
* xyz 0 1
C -1.15576 0.83455 -0.08863
C -0.57335 -0.50441 0.30737
N 0.12450 -1.46893 -0.53102
C 0.90107 -0.69319 0.43424
C 1.71754 0.40318 -0.05508
N 2.32769 1.30713 -0.44421
H -0.68439 1.26847 -0.97485
H -2.23368 0.76091 -0.26180
H -1.00140 1.53277 0.74356
H -1.14819 -1.01516 1.07646
H 0.39380 -1.16766 -1.45845
H 1.33218 -1.25765 1.25240
*
```

Results
LUMO in eV: 1.0
ΔE to the lowest compared entry with this formula, charge and spin in kJ/mol: 155.3
Frontier orbital gap in eV: 11.13


18.
ORCA calculation (wB97M-V/def2-TZVPD) on an isolated molecule of C4H6N2 at a distorted geometry.

The geometry in ORCA input format:
```
! wB97M-V def2-TZVPD RIJCOSX def2/J DEFGRID3
* xyz 0 1
C -1.21990 0.92887 0.04863
N -1.75515 -0.23248 0.21457
N -0.73947 -1.17030 0.11189
C 0.45880 -0.65407 -0.43487
C 1.25791 -0.00801 0.54562
C 0.20832 0.85431 -0.24809
H -2.02184 1.73824 0.03361
H -1.03357 -2.13459 -0.06717
H 0.82702 -1.10084 -1.42883
H 2.26778 0.16241 0.34612
H 0.96055 -0.10050 1.56816
H 0.78956 1.71695 -0.68965
*
```

Results
LUMO in eV: 1.1
ΔE to the lowest compared entry with this formula, charge and spin in kJ/mol: 293.3
Frontier orbital gap in eV: 9.15


19.
ORCA calculation (wB97M-V/def2-TZVPD) on an isolated molecule of C4H6N2 at a distorted geometry.

The geometry in ORCA input format:
```
! wB97M-V def2-TZVPD RIJCOSX def2/J DEFGRID3
* xyz 0 1
H 2.33071 -1.15010 -0.33322
N 2.23027 -0.16841 -0.27727
C 1.04011 0.10952 0.05151
N 0.41265 1.35510 0.41393
C -0.04798 -0.92198 0.35193
C -1.22391 -0.40148 0.07585
C -2.31384 0.01216 -0.11703
H -0.52779 1.45485 0.18354
H 0.70871 2.19074 -0.40939
H 0.38383 -1.38838 1.27706
H 0.09047 -1.85042 -0.32964
H -3.08323 0.75839 -0.88726
*
```

Results
LUMO in eV: 0.8
ΔE to the lowest compared entry with this formula, charge and spin in kJ/mol: 511.4
Frontier orbital gap in eV: 10.57


20.
ORCA calculation (wB97M-V/def2-TZVPD) on an isolated molecule of C4H6N2 at a distorted geometry.

The geometry in ORCA input format:
```
! wB97M-V def2-TZVPD RIJCOSX def2/J DEFGRID3
* xyz 0 1
C 0.61058 1.38822 -0.03099
N 1.59860 0.57142 -0.09909
N 1.05294 -0.66960 0.44026
C 0.22820 -1.47289 -0.46953
C -0.39840 -0.58839 0.54802
C -0.92251 0.82576 0.22481
H 0.63108 2.42486 -0.56262
H 0.44811 -2.62729 -0.37442
H 0.30538 -1.11336 -1.47596
H -0.87532 -0.99463 1.44164
H -1.34992 1.26200 1.04779
H -1.32874 0.99390 -0.68992
*
```

Results
LUMO in eV: 1.1
ΔE to the lowest compared entry with this formula, charge and spin in kJ/mol: 351.6
Frontier orbital gap in eV: 10.19